1.
Formula: C14H28N2O3
Source: OMol25
Level of theory: the ωB97M-V functional and the def2-TZVPD basis

Structure (XYZ):
```
47
C14H28N2O3, DFT the ωB97M-V functional and the def2-TZVPD basis
H -2.7201 3.8305 0.3260
C -0.2808 -0.4741 0.1701
H 1.8494 -0.4437 2.0275
H 5.9597 -2.2474 -2.9903
C -3.9817 1.5484 0.5701
H -3.3625 -0.8566 -0.7854
H -2.9382 2.4802 -1.9355
O 2.1805 1.7353 0.8464
H -2.9994 4.4988 1.9182
H -4.5496 2.8903 2.0917
H -3.8739 1.0281 3.3604
H 4.2914 -1.9630 0.4776
C -2.6162 -0.4067 -0.1402
H -2.1793 1.1347 2.7413
O -1.3755 -0.9422 -0.5535
H -2.4197 0.8866 -2.4238
C -2.7705 1.1104 -0.2815
C -2.7001 3.6074 1.3832
O 4.5503 -4.9575 -2.4697
H -4.1163 1.1620 -1.9687
N 1.8724 -0.5324 1.0151
C -3.0878 1.4200 -1.7551
C -3.6178 2.4431 1.7540
H 0.5945 -2.0856 1.4513
N 4.8697 -3.5117 -0.7857
C 0.7838 -1.4724 0.5821
H 0.1599 1.4117 -0.9917
H 4.7343 -4.3087 -0.1835
H -1.8722 1.6681 -0.0521
H 5.2576 -1.4423 -0.9145
H -2.8701 2.4027 3.7223
C 4.9662 -2.6851 -3.0947
C 1.6638 0.7512 0.4887
C 4.7776 -3.8142 -2.1089
H 6.0365 -2.2920 0.4342
H 1.1776 -0.0652 -1.3266
H -4.6582 2.1087 -0.0663
H 4.8642 -3.0813 -4.1004
C 5.1306 -2.2208 -0.1704
H -2.8859 -0.7160 0.8722
H -4.5036 0.6728 0.9506
C -3.1019 1.6681 2.9553
C 0.6159 0.5212 -0.6027
H -0.5938 0.0724 1.0663
H -1.6798 3.4028 1.6890
H 1.2099 -2.0224 -0.2485
H 4.2092 -1.9142 -2.9440
```

Energy relative to the best compared isomer or geometry (same formula, charge and spin) (eV): 0.025
HOMO energy (eV): -9.41
Multiplicity: 1
Kohn-Sham gap (eV): 10.02
SMILES: CC(C)C[C@H](C)CO[C@H]1CNC(=O)C1.CNC(C)=O

2.
Formula: C14H28N2O4S
Source: OMol25
Level of theory: the ωB97M-V functional and the def2-TZVPD basis

Structure (XYZ):
```
49
C14H28N2O4S, DFT the ωB97M-V functional and the def2-TZVPD basis
H 0.4529 1.7284 -1.1567
H -4.6903 -0.1876 -0.0050
H -0.2512 4.4391 0.1138
H -1.9778 0.0906 -1.1007
C -0.3368 -1.4780 0.7354
O 3.0544 -1.9123 -0.8676
H 4.3829 0.4305 -0.6036
H -0.3495 -0.3910 0.6443
H -2.3473 3.3365 0.7611
C 4.2649 2.1873 0.6453
H -4.4028 2.0952 0.8834
C -1.1884 -2.1166 -0.3749
H -0.7924 -1.7792 -1.3369
N -2.7989 -0.3941 -0.7652
C -2.6116 -1.6036 -0.1914
C -0.2631 2.5042 -0.8697
C 2.6794 0.2191 0.6524
H 1.8408 0.7832 1.0490
H -1.6610 -4.0993 -1.0771
C -3.5165 1.5285 0.5960
C -1.0835 -3.6363 -0.2755
H 0.8106 3.2366 0.8523
C 3.6157 1.0784 -0.1761
C 1.2025 -3.3505 0.7154
H 3.0481 1.5085 -1.0033
H 4.9272 2.7801 0.0201
C 0.3833 -4.0504 -0.3680
C 0.4334 3.6193 -0.0932
H 3.1960 -0.3041 1.4512
N 1.0412 -1.9099 0.6759
O -3.4728 -2.2056 0.4162
H -0.7179 2.9161 -1.7828
C -2.4698 2.5018 0.0556
H 0.8910 -3.6886 1.7092
H 3.5088 2.8458 1.0662
H 0.4834 -5.1311 -0.2580
H 0.7857 -3.7629 -1.3420
H -2.8021 2.9161 -0.9091
C -3.9144 0.4564 -0.4255
O -1.2428 1.8192 -0.1151
H -0.7386 -1.7606 1.7143
O 1.1831 -0.4177 -1.4257
H 1.2656 4.0029 -0.6765
H -1.5133 -3.9609 0.6745
H 2.2656 -3.5497 0.5821
H -3.1124 1.0385 1.4828
H -4.2944 0.9298 -1.3365
S 1.9851 -1.0685 -0.4215
H 4.8477 1.7666 1.4611
```

Energy relative to the best compared isomer or geometry (same formula, charge and spin) (eV): 0.476
HOMO energy (eV): -9.24
Multiplicity: 1
Kohn-Sham gap (eV): 9.96
SMILES: CCCS(=O)(=O)N1CCC[C@@H](C(=O)NCCCOCC)C1

3.
Formula: C14H28O28S7
Source: OMol25
Level of theory: the ωB97M-V functional and the def2-TZVPD basis

Structure (XYZ):
```
77
C14H28O28S7, DFT the ωB97M-V functional and the def2-TZVPD basis
O -13.6813 26.5625 -2.0171
S -12.4650 27.0432 -1.3418
O -12.2608 26.4612 0.1823
C -5.9040 25.7486 -3.4893
O -7.0667 25.4820 4.5274
C -4.6068 26.9187 6.1682
H -6.1508 28.1759 6.1044
C -10.9232 24.9976 -1.2104
H -10.2280 19.3059 5.5303
S -7.5473 18.8778 3.4607
O -6.4025 19.6034 4.0822
H -8.2630 22.1932 1.7659
O -10.2473 21.8675 0.2466
H -6.2879 23.2118 1.0295
C -9.3158 19.3681 -2.4824
H -10.4285 25.8447 0.6237
O -8.9931 27.5152 2.4111
H -10.5574 18.6047 3.8572
H -6.9125 23.8551 -3.4914
H -11.7406 24.5452 0.7418
H -9.1340 23.6911 2.1833
H -10.1962 20.9388 3.2984
O -8.6525 18.3689 4.5800
O -3.6682 27.4390 7.0410
H -11.4136 19.0530 -3.0141
H -8.9005 21.0225 4.5746
O -12.1753 28.4912 -1.3736
H -5.1998 26.2782 6.8211
O -5.0454 26.2902 -2.4928
O -11.1161 26.1785 -1.8904
O -9.5488 27.4452 4.8059
O -10.2238 25.5846 3.6537
O -4.5239 29.4177 8.2079
O -2.2183 29.4860 7.0980
H -10.4931 20.2784 -3.9248
S -9.9001 21.4445 -1.1222
H -9.6478 24.5349 5.1819
C -11.3226 25.3911 0.1960
S -6.5149 24.3584 3.7635
S -10.1011 27.1532 3.3096
O -5.2895 23.7490 4.1500
C -9.4342 20.3972 3.8589
H -4.0912 26.1919 5.5405
C -9.8755 19.1484 4.5110
O -4.5660 25.6667 -0.1590
C -7.0877 23.8886 1.3299
O -9.1034 19.9500 -1.2538
H -8.5200 19.6764 -3.1605
O -6.3564 24.7841 2.1662
H -7.5224 24.4250 0.4864
H -5.6998 27.6423 4.4603
O -7.7004 23.1959 3.5117
C -10.7059 19.8782 -2.9335
O -4.4202 29.1735 5.7045
O -11.1966 20.7796 -1.9438
H -10.7997 27.1564 6.2995
H -11.3757 24.9490 5.3862
C -8.1591 23.2041 2.1601
C -10.0266 26.5762 5.7957
H -9.8708 24.7180 -1.1618
C -6.8258 24.7171 -2.8300
C -5.3210 27.9733 5.4272
H -7.8188 25.1582 -2.7427
O -7.3085 17.8285 2.4358
O -6.2873 24.4544 -1.6126
H -5.2943 25.2647 -4.2523
H -6.4210 26.6169 -3.8975
H -9.2130 26.3612 6.4885
C -10.4094 25.2983 5.0224
O -3.7026 24.1413 -2.0041
H -11.4989 24.1219 -1.5098
S -4.7171 25.0846 -1.4547
O -8.5527 19.9776 2.7881
O -11.4530 27.7656 3.0958
O -9.0701 22.3612 -1.8984
S -3.6356 29.1057 7.1234
H -9.2946 18.2798 -2.4242
```

Energy relative to the best compared isomer or geometry (same formula, charge and spin) (eV): 4.848
HOMO energy (eV): -10.27
Multiplicity: 1
Kohn-Sham gap (eV): 9.87
SMILES: O=S1(=O)OCCO1.O=S1(=O)OCCO1.O=S1(=O)OCCO1.O=S1(=O)OCCO1.O=S1(=O)OCCO1.O=S1(=O)OCCO1.O=S1(=O)OCCO1

4.
Formula: C14H28O28S7
Source: OMol25
Level of theory: the ωB97M-V functional and the def2-TZVPD basis

Structure (XYZ):
```
77
C14H28O28S7, DFT the ωB97M-V functional and the def2-TZVPD basis
S -20.1848 13.5391 18.6515
C -11.4600 11.3397 13.1458
H -11.3829 13.5160 13.5034
H -19.5488 17.5897 14.3141
O -9.8951 10.5541 16.4647
H -9.7911 12.6166 13.4667
C -21.0503 11.6757 14.0801
O -12.3258 10.8223 16.3365
O -22.0219 10.6750 14.4550
H -15.4360 11.3555 13.2800
H -14.2170 15.6148 9.7153
H -19.9783 14.4018 21.2920
H -21.2122 15.7788 21.0577
S -16.6455 11.8102 16.3623
C -13.5983 7.5790 13.3492
O -23.9538 10.9210 16.1096
C -17.5458 17.6623 13.2679
O -11.2406 7.1130 12.9973
H -19.5359 18.2601 12.7141
C -19.6409 15.8738 19.6159
H -13.7825 8.5052 13.8937
O -16.5775 11.0464 14.9355
O -21.1418 14.0489 19.8721
C -12.4119 7.5535 12.3293
H -18.5596 15.9348 19.7397
H -20.1351 16.8084 19.3509
H -17.0793 17.9560 12.3276
O -10.8689 12.5079 15.1432
H -21.4473 13.8980 13.6097
O -13.2775 17.4545 13.4387
H -12.9205 18.4523 10.1946
C -14.1564 16.6677 9.9906
O -19.6857 15.1395 18.3751
H -20.6053 11.4791 13.1047
S -13.2676 16.3967 12.3974
O -15.4697 12.9428 16.0476
O -18.5852 14.4912 14.7527
O -17.9739 12.4025 16.5367
C -19.0951 17.4759 13.3296
H -12.2286 17.1973 9.1307
O -19.3924 16.1815 13.0135
O -13.2983 14.9857 12.7586
H -12.6415 6.8431 11.5352
S -11.5484 6.6444 14.5533
C -21.6601 13.1009 14.3221
O -10.9926 5.3251 14.8014
H -10.8282 11.0118 12.3204
H -12.1636 8.5390 11.9353
H -17.4552 18.5365 13.9126
O -14.5773 16.6529 11.3273
C -15.3018 11.3774 14.3615
O -11.3200 7.7023 15.5690
H -21.2067 13.4905 15.2335
O -12.1523 16.7468 11.1531
O -17.9428 14.3405 12.3152
O -16.1462 10.9805 17.4348
S -23.5645 11.2879 14.7625
O -13.1871 6.5637 14.2284
O -23.0280 12.8573 14.5810
H -14.5939 10.6733 14.7988
C -15.0956 12.8701 14.6431
O -19.0868 12.7772 19.2564
H -14.0860 13.2748 14.5716
C -12.7758 17.3810 10.0554
H -14.5416 7.2699 12.8990
S -11.0693 10.9555 15.6562
O -24.4893 10.8265 13.7045
O -11.0556 10.3114 14.1724
H -15.7243 13.5569 14.0765
H -14.8781 17.1042 9.3002
C -20.4604 15.1178 20.6264
H -12.4859 11.3286 12.7776
O -17.1063 16.3701 13.7075
O -20.9751 12.9621 17.5587
S -18.2029 15.1613 13.5228
C -10.8440 12.6007 13.7482
H -20.2585 11.6034 14.8257
```

Energy relative to the best compared isomer or geometry (same formula, charge and spin) (eV): 0.000
Total charge: +1
HOMO energy (spin up / spin down) (eV): -12.38 / -12.38
Multiplicity: 2
Kohn-Sham gap (spin up / spin down) (eV): 8.72 / 2.30

Calculated maximum force (eV/A), listed in the same order as above: 3.7, 1.0, 4.5, 4.2